The following is a quantum chemistry calculation of 11 unconnected molecules or ions with the total composition C99H209N11O11, from the OMol25 dataset.

## Properties
- orbital gap (eV) = 8.23
- DFT total energy (a.u.) = -5326.72097
- relative energy (zero: lowest compared OMol25 entry of this formula, charge and spin) (kJ/mol) = 514.7
- spin multiplicity = 1

Each atom is followed by the atoms it is bonded to, with distances in Å.
Atoms and positions in Å:
1 H 3.92935 -1.78672 5.78644  C47 1.090
2 H -2.29149 0.87234 -0.73514  C171 1.090
3 H -3.62123 -0.82788 -1.06883  C101 1.090
4 C -0.84938 -1.71583 -6.31887  C33 1.573, H36 1.090, C84 1.530, H103 1.090
5 H -0.25795 -3.26443 3.44799  C55 1.090
6 H -0.95301 3.11618 7.02280  C313 1.090
7 H -3.09582 3.59664 -2.70253  C196 1.090
8 H 7.21512 2.94907 1.42759  C97 1.090
9 C 6.05757 -1.41113 1.69257  C40 1.522, H177 1.090, H290 1.090, H301 1.090
10 H -0.06149 -4.54376 -1.55696  C223 1.090
11 C -2.01798 -8.50191 -1.89681  H37 1.090, C122 1.551, H186 1.090, H326 1.090
12 C 5.38994 -0.46713 4.91646  C47 1.539, C116 1.547, C220 1.558, N330 1.471
13 C -2.63999 -2.38726 -7.75930  C33 1.443, H208 1.090, H244 1.090, H284 1.090
14 H -1.70191 -0.12649 -3.94741  C251 1.090
15 C -5.42386 1.49224 4.01627  N125 1.503, C222 1.546, C295 1.584, C312 1.514
16 C -5.79812 -2.74034 -3.69475  H19 1.090, C112 1.566, C160 1.546, H240 1.090
17 H -5.99874 -2.78542 1.25755  C49 1.090
18 H -7.62425 0.02142 -2.87093  C276 1.090
19 H -5.78107 -2.42310 -4.73742  C16 1.090
20 H -6.86678 4.82617 1.25177  C131 1.090
21 C 0.68656 2.21300 0.32656  H64 1.090, C178 1.520, H228 1.090, H327 1.090
22 H -1.94024 -0.68488 8.70216  C267 1.090
23 H -0.71333 1.21050 -4.55703  C251 1.090
24 N 1.55932 3.35948 4.60364  C113 1.450, O218 1.432, C258 1.513
25 N -0.49659 -7.59374 -0.19746  C98 1.487, C122 1.533, O302 1.387
26 H -1.72724 2.91380 -6.21159  C151 1.090
27 C -2.57834 -6.26842 -0.90676  H110 1.090, C122 1.500, H147 1.090, H255 1.090
28 C 4.80040 -2.62478 -5.40883  C59 1.543, N158 1.518, C316 1.546, C322 1.553
29 H 5.91537 -0.79968 -5.59362  C316 1.090
30 O 0.96503 0.55377 -2.09813  N99 1.376, H128 0.960
31 C 1.35614 -2.14375 -1.53402  H66 1.090, C109 1.538, H161 1.090, H283 1.090
32 H 3.12795 -0.18435 -1.06447  C271 1.090
33 C -1.90991 -1.20735 -7.36370  C4 1.573, C13 1.443, N237 1.472, C307 1.580
34 C -4.71097 5.67715 -1.76785  H56 1.090, C57 1.533, H63 1.090, H144 1.090
35 H 2.93018 -2.46023 -4.38984  C322 1.090
36 H -1.30809 -2.30757 -5.52671  C4 1.090
37 H -1.17594 -9.03350 -2.34008  C11 1.090
38 C 1.34832 -6.09414 -0.87624  H67 1.090, C98 1.541, C223 1.554, H280 1.090
39 H 2.21781 -6.21918 -5.14775  C215 1.090
40 C 5.73626 -2.17859 2.96645  C9 1.522, C225 1.533, C260 1.544, N330 1.499
41 H 6.82207 -2.08021 -4.70023  C316 1.090
42 H 7.42363 -3.46433 2.74956  C225 1.090
43 H -0.75451 -1.19926 -9.33815  C307 1.090
44 H 3.26903 -5.61756 -3.89905  C215 1.090
45 H 4.87415 -4.49258 -3.48751  O83 0.960
46 C -8.32009 -2.73618 -3.20822  C160 1.584, H197 1.090, H259 1.090, H291 1.090
47 C 3.94165 -0.96348 5.07216  H1 1.090, C12 1.539, H78 1.090, C311 1.555
48 H -3.78228 4.73399 3.17122  C234 1.090
49 C -5.34287 -3.01968 0.41907  H17 1.090, H134 1.090, C193 1.550, H201 1.090
50 H 6.25148 1.52336 4.16946  C220 1.090
51 H -2.40781 9.18259 -1.31523  C269 1.090
52 H 3.61225 -1.31061 -6.72675  C59 1.090
53 C 0.20437 5.14795 3.22778  H159 1.090, H190 1.090, H252 1.090, C258 1.568
54 H -0.25304 -5.40205 6.21857  C81 1.090
55 C -1.28025 -3.31221 3.82313  H5 1.090, H242 1.090, C296 1.562, H321 1.090
56 H -5.11107 4.67251 -1.63094  C34 1.090
57 C -3.19140 5.62190 -1.96065  C34 1.533, N93 1.502, C196 1.549, C265 1.522
58 H -2.45562 -0.85390 5.03879  C75 1.090
59 C 4.06493 -2.30216 -6.72576  C28 1.543, H52 1.090, H72 1.090, C229 1.541
60 H -2.29749 2.91771 3.76959  C61 1.090
61 C -3.24486 2.57651 3.35226  H60 1.090, H90 1.090, C222 1.504, C234 1.529
62 C 6.11805 3.04570 -0.54977  C97 1.559, C123 1.546, N219 1.497, C264 1.540
63 H -5.20286 6.14063 -2.62301  C34 1.090
64 H 1.56966 2.05268 0.94503  C21 1.090
65 H 1.86178 6.54771 6.76794  C105 1.090
66 H 1.67362 -3.12907 -1.19279  C31 1.090
67 H 2.01876 -5.31439 -0.51484  C38 1.090
68 H -4.71039 1.82803 0.81295  C314 1.090
69 H 0.33027 -1.15316 -4.76397  C84 1.090
70 C 1.69942 2.01405 6.54609  H77 1.090, C113 1.540, H236 1.090, H306 1.090
71 H -4.61215 -4.17174 -1.75332  C221 1.090
72 H 4.77867 -2.25172 -7.54803  C59 1.090
73 H 2.65147 -5.24315 -7.54852  C245 1.090
74 H -5.00842 -0.74566 3.63415  C295 1.090
75 C -1.75617 -0.71025 5.86235  H58 1.090, H104 1.090, C289 1.540, H320 1.090
76 H 0.34377 6.20004 -2.95927  C143 1.090
77 H 1.20124 1.11203 6.19073  C70 1.090
78 H 3.27952 -0.17328 5.42611  C47 1.090
79 C 1.64710 -7.73886 1.04401  H95 1.090, C98 1.599, H149 1.090, H308 1.090
80 H -0.61993 -4.95348 0.86513  C263 1.090
81 C -0.32855 -5.09375 5.17582  H54 1.090, H86 1.090, H165 1.090, C296 1.523
82 H -0.82790 5.06572 0.51533  C126 1.090
83 O 5.59775 -4.48078 -4.11826  H45 0.960, N158 1.377
84 C -0.22210 -0.57942 -5.50814  C4 1.530, H69 1.090, H91 1.090, C251 1.514
85 H 5.19516 0.46716 6.91394  C116 1.090
86 H 0.67387 -4.82416 4.84330  C81 1.090
87 H -1.78565 0.06031 1.31024  C194 1.090
88 H 3.63909 4.57912 -2.85417  C163 1.090
89 H 7.20191 4.60407 0.64484  C97 1.090
90 H -3.14693 1.91381 2.49242  C61 1.090
91 H 0.49362 0.01868 -6.07216  C84 1.090
92 H 7.86894 -2.14379 4.70006  O298 0.960
93 N -2.70817 6.99114 -2.34487  C57 1.502, O274 1.372, C318 1.505
94 C 0.57791 -1.57695 0.80246  C109 1.584, H137 1.090, C202 1.490, H287 1.090
95 H 1.63235 -8.72934 0.58922  C79 1.090
96 H 2.88724 5.54349 2.33937  C285 1.090
97 C 6.69773 3.64553 0.76779  H8 1.090, C62 1.559, H89 1.090, H162 1.090
98 C 0.62187 -6.75554 0.31098  N25 1.487, C38 1.541, C79 1.599, C263 1.520
99 N 0.44968 0.06582 -0.91982  O30 1.376, C109 1.465, C178 1.463
100 H -3.40797 4.87973 -3.88852  C196 1.090
101 C -4.62387 -0.87231 -0.64355  H3 1.090, C193 1.543, H207 1.090, H212 1.090
102 H -3.41713 1.00656 4.62626  C222 1.090
103 H -0.06680 -2.24897 -6.85872  C4 1.090
104 H -0.80606 -0.44349 5.39950  C75 1.090
105 C 1.31196 5.78920 6.21075  H65 1.090, C154 1.600, H203 1.090, C231 1.554
106 H -0.86648 1.22508 2.07724  C194 1.090
107 H -7.24790 0.85744 5.00199  C312 1.090
108 H -1.08698 4.02406 5.55624  C313 1.090
109 C 1.32401 -1.02425 -0.48043  C31 1.538, C94 1.584, N99 1.465, C271 1.447
110 H -2.22267 -5.25714 -0.70953  C27 1.090
111 H 3.22440 5.70819 4.94130  C154 1.090
112 C -4.29308 -2.75032 -3.26094  C16 1.566, H139 1.090, H189 1.090, C221 1.553
113 C 1.07289 3.29642 5.96812  N24 1.450, C70 1.540, C231 1.533, C313 1.591
114 H 6.18006 4.66537 -3.62088  C297 1.090
115 H -3.64683 0.61437 -4.28393  C121 1.090
116 C 5.84614 -0.22009 6.37356  C12 1.547, H85 1.090, H118 1.090, H325 1.090
117 H 4.74925 6.35790 0.06418  C141 1.090
118 H 6.02142 -1.17352 6.87191  C116 1.090
119 H -3.29722 3.96293 1.83075  C234 1.090
120 H 5.53266 1.06665 -1.26842  C264 1.090
121 C -3.34079 1.37740 -4.99964  H115 1.090, C204 1.492, H246 1.090, H309 1.090
122 C -1.45744 -7.17715 -1.31732  C11 1.551, N25 1.533, C27 1.500, C238 1.551
123 C 7.19630 3.00624 -1.65711  C62 1.546, H175 1.090, C213 1.542, H254 1.090
124 H 6.64252 1.02371 0.10243  C264 1.090
125 N -6.04493 2.66473 3.30936  C15 1.503, C224 1.495, O249 1.358
126 C -1.08777 5.39298 -0.49138  H82 1.090, H227 1.090, C265 1.488, C282 1.637
127 O 3.85956 3.83230 -0.35385  N219 1.424, H261 0.960
128 H 0.17071 0.55994 -2.63723  O30 0.960
129 H -3.98261 2.63486 5.28047  C222 1.090
130 H 2.12076 -3.20991 -6.40626  C229 1.090
131 C -6.11899 4.82169 2.04479  H20 1.090, C224 1.551, H275 1.090, H279 1.090
132 H -0.45281 -6.02251 2.16944  C263 1.090
133 H 1.78196 1.81479 3.52804  O218 0.960
134 H -5.71432 -4.02655 0.22841  C49 1.090
135 H 0.97739 -5.14547 -2.79384  C223 1.090
136 H 4.68681 1.60762 4.70314  C220 1.090
137 H -0.36396 -2.06519 0.55222  C94 1.090
138 H 5.88646 -6.22878 -6.49448  C182 1.090
139 H -3.65806 -3.41753 -3.84377  C112 1.090
140 H -1.10817 -2.19776 9.04137  C267 1.090
141 C 5.48801 6.32134 -0.73645  H117 1.090, C256 1.461, H286 1.090, H304 1.090
142 H -0.83766 -9.15241 0.88449  O302 0.960
143 C -0.18878 7.13239 -3.14695  H76 1.090, H153 1.090, H167 1.090, C318 1.568
144 H -4.99580 6.24870 -0.88451  C34 1.090
145 C -3.08104 -2.39554 6.97189  H183 1.090, C206 1.539, H288 1.090, C289 1.496
146 H -5.19380 3.19039 0.05220  C314 1.090
147 H -3.19595 -6.61469 -0.07804  C27 1.090
148 H -0.79154 2.32402 5.48414  C313 1.090
149 H 2.62202 -7.26181 1.14434  C79 1.090
150 H -1.71736 4.48123 -3.20507  C196 1.090
151 C -1.53145 1.96721 -6.71531  H26 1.090, H172 1.090, H180 1.090, C204 1.595
152 H 2.02664 6.74816 4.35415  C154 1.090
153 H 0.61699 7.86633 -3.15975  C143 1.090
154 C 2.14132 5.78017 4.84195  C105 1.600, H111 1.090, H152 1.090, C258 1.582
155 H -3.17788 -5.13185 4.85233  C226 1.090
156 H -1.34302 -5.82489 -3.04839  C238 1.090
157 H 2.51242 -2.82850 -8.07569  C229 1.090
158 N 5.00531 -4.12521 -5.30987  C28 1.518, O83 1.377, C243 1.503
159 H 0.40369 5.85324 2.42097  C53 1.090
160 C -6.92349 -2.06578 -2.87665  C16 1.546, C46 1.584, N179 1.513, C276 1.534
161 H 1.97747 -1.90718 -2.39778  C31 1.090
162 H 5.93542 3.95616 1.48229  C97 1.090
163 C 4.00005 5.56543 -2.56263  H88 1.090, H181 1.090, H184 1.090, C256 1.561
164 H 2.69933 0.02224 0.73010  C271 1.090
165 H -0.74710 -5.91183 4.58958  C81 1.090
166 H -7.03761 -0.47211 -4.33730  C276 1.090
167 H -0.64104 7.03583 -4.13398  C143 1.090
168 H 1.08791 4.25386 7.89425  C231 1.090
169 H 8.10558 4.90913 -1.27595  C213 1.090
170 H 3.30088 -0.60123 3.05818  C311 1.090
171 C -1.55340 1.67259 -0.68110  H2 1.090, C178 1.609, H241 1.090, H310 1.090
172 H -2.00396 2.11129 -7.68694  C151 1.090
173 H -6.32999 2.01629 5.94796  C312 1.090
174 H -1.29871 7.55168 0.09285  C282 1.090
175 H 8.05253 2.48796 -1.22543  C123 1.090
176 H -1.79538 0.12018 -9.18121  C307 1.090
177 H 5.67607 -1.86659 0.77873  C9 1.090
178 C -0.20934 1.04658 -0.05689  C21 1.520, N99 1.463, C171 1.609, C194 1.582
179 N -6.64655 -2.14840 -1.39181  C160 1.513, C193 1.458, O233 1.401
180 H -0.46008 1.81224 -6.84283  C151 1.090
181 H 3.22265 6.01246 -1.94303  C163 1.090
182 C 4.88040 -6.47114 -6.15211  H138 1.090, H188 1.090, H192 1.090, C243 1.576
183 H -3.80673 -1.58356 7.01826  C145 1.090
184 H 4.13903 6.28595 -3.36863  C163 1.090
185 H 4.29648 -4.60602 -7.88098  C245 1.090
186 H -2.42854 -9.13620 -1.11118  C11 1.090
187 H 4.29086 -2.61833 -3.30611  C322 1.090
188 H 4.88948 -7.05625 -5.23251  C182 1.090
189 H -4.00242 -1.70542 -3.36959  C112 1.090
190 H -0.37696 4.34484 2.77481  C53 1.090
191 H 3.56745 4.21183 3.24303  C285 1.090
192 H 4.38632 -7.18288 -6.81348  C182 1.090
193 C -5.26936 -2.24623 -0.92261  C49 1.550, C101 1.543, N179 1.458, C221 1.549
194 C -0.77333 0.46435 1.30217  H87 1.090, H106 1.090, C178 1.582, C202 1.538
195 H 3.74985 -2.92077 2.23043  C260 1.090
196 C -2.78962 4.58680 -3.04004  H7 1.090, C57 1.549, H100 1.090, H150 1.090
197 H -8.45523 -3.68368 -2.68660  C46 1.090
198 H -2.56716 -5.06898 6.53661  C226 1.090
199 H 0.94282 -5.10652 1.47066  C263 1.090
200 O -3.98544 -0.01122 -7.49132  N237 1.425, H317 0.960
201 H -4.40922 -3.08352 0.97794  C49 1.090
202 C 0.17913 -0.60631 1.86046  C94 1.490, C194 1.538, H235 1.090, H300 1.090
203 H 0.27332 6.11524 6.15574  C105 1.090
204 C -2.24391 0.83217 -5.85107  C121 1.492, C151 1.595, N237 1.532, C251 1.510
205 H -0.32632 0.08647 -8.24594  C307 1.090
206 C -3.63584 -3.28343 5.84438  C145 1.539, C226 1.558, H323 1.090, H324 1.090
207 H -5.24337 -0.06952 -1.04337  C101 1.090
208 H -1.97039 -3.16069 -8.13550  C13 1.090
209 H -7.79957 -2.05963 -0.01670  O233 0.960
210 H -4.69062 0.15543 2.33850  C295 1.090
211 H -6.40776 -0.08799 2.82476  C295 1.090
212 H -4.48558 -0.52884 0.38163  C101 1.090
213 C 7.66025 4.39881 -2.12999  C123 1.542, H169 1.090, H273 1.090, C297 1.471
214 H -1.65403 9.47783 -2.86664  C269 1.090
215 C 2.90790 -5.41069 -4.90646  H39 1.090, H44 1.090, C243 1.531, H268 1.090
216 H 5.87382 -4.00489 1.90734  C225 1.090
217 H -7.50401 1.75865 2.59505  O249 0.960
218 O 1.01443 2.34642 3.75138  N24 1.432, H133 0.960
219 N 5.03972 3.89420 -1.14745  C62 1.497, O127 1.424, C256 1.497
220 C 5.35014 0.91081 4.19073  C12 1.558, H50 1.090, H136 1.090, H232 1.090
221 C -4.30304 -3.12649 -1.75395  H71 1.090, C112 1.553, C193 1.549, H272 1.090
222 C -4.00487 1.91047 4.46630  C15 1.546, C61 1.504, H102 1.090, H129 1.090
223 C 0.39530 -5.46123 -1.92805  H10 1.090, C38 1.554, H135 1.090, C238 1.565
224 C -5.39291 3.46309 2.22592  N125 1.495, C131 1.551, C234 1.557, C314 1.542
225 C 6.34037 -3.57675 2.79453  C40 1.533, H42 1.090, H216 1.090, H253 1.090
226 C -2.70356 -4.50950 5.61115  H155 1.090, H198 1.090, C206 1.558, C296 1.536
227 H -0.58694 4.76050 -1.22433  C126 1.090
228 H 1.12506 2.61775 -0.58558  C21 1.090
229 C 2.91705 -3.23787 -7.15007  C59 1.541, H130 1.090, H157 1.090, C245 1.528
230 H 6.68633 -2.07190 -6.44468  C316 1.090
231 C 1.52588 4.41805 6.90971  C105 1.554, C113 1.533, H168 1.090, H247 1.090
232 H 5.03642 0.95647 3.14785  C220 1.090
233 O -7.53451 -1.37357 -0.63368  N179 1.401, H209 0.960
234 C -3.93807 3.76813 2.69067  H48 1.090, C61 1.529, H119 1.090, C224 1.557
235 H -0.23901 -1.07198 2.75288  C202 1.090
236 H 1.57370 1.98489 7.62842  C70 1.090
237 N -2.85067 -0.30368 -6.68126  C33 1.472, O200 1.425, C204 1.532
238 C -0.68543 -6.46204 -2.45703  C122 1.551, H156 1.090, C223 1.565, H250 1.090
239 H 0.29056 7.14912 -0.70025  C282 1.090
240 H -5.96380 -3.79704 -3.90449  C16 1.090
241 H -1.42571 2.21393 -1.61851  C171 1.090
242 H -1.90356 -3.88952 3.14029  C55 1.090
243 C 4.06439 -5.15183 -5.87561  N158 1.503, C182 1.576, C215 1.531, C245 1.492
244 H -3.37978 -2.19397 -8.53613  C13 1.090
245 C 3.48299 -4.65697 -7.15728  H73 1.090, H185 1.090, C229 1.528, C243 1.492
246 H -4.24515 1.78437 -5.45200  C121 1.090
247 H 2.59902 4.31357 7.06955  C231 1.090
248 H 6.95032 6.08572 -2.97077  C297 1.090
249 O -7.38799 2.51631 3.17305  N125 1.358, H217 0.960
250 H -0.19487 -7.18732 -3.10619  C238 1.090
251 C -1.25264 0.30684 -4.84100  H14 1.090, H23 1.090, C84 1.514, C204 1.510
252 H -0.43927 5.64991 3.95017  C53 1.090
253 H 6.19840 -4.22874 3.65643  C225 1.090
254 H 6.78533 2.52123 -2.54253  C123 1.090
255 H -3.32118 -6.12417 -1.69129  C27 1.090
256 C 5.27541 5.25899 -1.71644  C141 1.461, C163 1.561, N219 1.497, C297 1.580
257 H 4.09211 -3.44544 3.75008  C260 1.090
258 C 1.55845 4.68051 3.86595  N24 1.513, C53 1.568, C154 1.582, C285 1.531
259 H -9.10981 -2.01563 -2.99555  C46 1.090
260 C 4.24986 -2.56272 3.13037  C40 1.544, H195 1.090, H257 1.090, C311 1.507
261 H 3.30683 3.41511 -1.01872  O127 0.960
262 H -5.92862 0.35023 5.88921  C312 1.090
263 C 0.05935 -5.70910 1.25975  H80 1.090, C98 1.520, H132 1.090, H199 1.090
264 C 5.79534 1.55574 -0.33039  C62 1.540, H120 1.090, H124 1.090, H270 1.090
265 C -2.56228 5.24608 -0.62654  C57 1.522, C126 1.488, H294 1.090, H299 1.090
266 H 3.90812 -1.03427 -4.10123  C322 1.090
267 C -1.25878 -1.42673 8.28579  H22 1.090, H140 1.090, C289 1.594, H292 1.090
268 H 2.27207 -4.54282 -4.73139  C215 1.090
269 C -1.54003 8.93676 -1.92731  H51 1.090, H214 1.090, H303 1.090, C318 1.514
270 H 4.95165 1.40006 0.34197  C264 1.090
271 C 2.67011 -0.59784 -0.16586  H32 1.090, C109 1.447, H164 1.090, H293 1.090
272 H -3.33824 -3.06569 -1.25040  C221 1.090
273 H 8.37285 4.13497 -2.91145  C213 1.090
274 O -3.21825 7.46016 -3.52845  N93 1.372, H277 0.960
275 H -6.56543 5.10877 2.99682  C131 1.090
276 C -6.81706 -0.58873 -3.27624  H18 1.090, C160 1.534, H166 1.090, H319 1.090
277 H -3.94140 8.02353 -3.24337  O274 0.960
278 H 0.69614 -2.97437 7.30125  O305 0.960
279 H -5.44108 5.64284 1.81184  C131 1.090
280 H 2.05423 -6.80669 -1.30291  C38 1.090
281 H 2.39705 -1.85662 3.94689  C311 1.090
282 C -0.78773 6.99020 -0.68929  C126 1.637, H174 1.090, H239 1.090, C318 1.557
283 H 0.40431 -2.28369 -2.04642  C31 1.090
284 H -3.12234 -2.88252 -6.91658  C13 1.090
285 C 2.64621 4.58230 2.79340  H96 1.090, H191 1.090, C258 1.531, H315 1.090
286 H 6.49251 6.33931 -0.31366  C141 1.090
287 H 1.05287 -2.47399 1.19975  C94 1.090
288 H -3.20845 -3.02869 7.84995  C145 1.090
289 C -1.67320 -1.91033 6.82440  C75 1.540, C145 1.496, C267 1.594, N328 1.480
290 H 7.14522 -1.45465 1.63590  C9 1.090
291 H -8.40852 -2.93969 -4.27540  C46 1.090
292 H -0.34841 -0.82812 8.31746  C267 1.090
293 H 3.34339 -1.39134 0.15842  C271 1.090
294 H -2.85925 4.22841 -0.37301  C265 1.090
295 C -5.40141 0.15625 3.16487  C15 1.584, H74 1.090, H210 1.090, H211 1.090
296 C -1.32213 -3.94186 5.25224  C55 1.562, C81 1.523, C226 1.536, N328 1.512
297 C 6.51188 5.12772 -2.69125  H114 1.090, C213 1.471, H248 1.090, C256 1.580
298 O 7.55287 -1.31497 4.33297  H92 0.960, N330 1.399
299 H -3.06228 5.84321 0.13606  C265 1.090
300 H 1.00886 -0.01498 2.24771  C202 1.090
301 H 5.79839 -0.35474 1.62205  C9 1.090
302 O -1.17908 -8.25827 0.81008  N25 1.387, H142 0.960
303 H -0.68764 9.49689 -1.54288  C269 1.090
304 H 5.37069 7.31773 -1.16252  C141 1.090
305 O 0.50213 -2.69432 6.40374  H278 0.960, N328 1.327
306 H 2.75836 2.01526 6.28771  C70 1.090
307 C -1.16079 -0.53041 -8.57943  C33 1.580, H43 1.090, H176 1.090, H205 1.090
308 H 1.21397 -8.00297 2.00876  C79 1.090
309 H -2.97997 2.16206 -4.33465  C121 1.090
310 H -2.02782 2.31006 0.06500  C171 1.090
311 C 3.38844 -1.47032 3.71019  C47 1.555, H170 1.090, C260 1.507, H281 1.090
312 C -6.23792 1.18051 5.25435  C15 1.514, H107 1.090, H173 1.090, H262 1.090
313 C -0.51571 3.22601 6.03043  H6 1.090, H108 1.090, C113 1.591, H148 1.090
314 C -5.45490 2.61398 0.93970  H68 1.090, H146 1.090, C224 1.542, H329 1.090
315 H 2.32895 3.89965 2.00508  C285 1.090
316 C 6.14166 -1.86364 -5.52378  C28 1.546, H29 1.090, H41 1.090, H230 1.090
317 H -4.72323 -0.45502 -7.06668  O200 0.960
318 C -1.29835 7.45096 -2.08590  N93 1.505, C143 1.568, C269 1.514, C282 1.557
319 H -5.84027 -0.12469 -3.13975  C276 1.090
320 H -1.95743 0.23944 6.35804  C75 1.090
321 H -1.74144 -2.32657 3.76071  C55 1.090
322 C 3.94966 -2.11781 -4.21228  C28 1.553, H35 1.090, H187 1.090, H266 1.090
323 H -4.58816 -3.71664 6.15018  C206 1.090
324 H -3.76710 -2.74417 4.90626  C206 1.090
325 H 6.84579 0.21378 6.39701  C116 1.090
326 H -2.75457 -8.31275 -2.67768  C11 1.090
327 H -0.01896 2.98461 0.63472  C21 1.090
328 N -0.79123 -2.96500 6.27725  C289 1.480, C296 1.512, O305 1.327
329 H -6.42265 2.11780 0.86625  C314 1.090
330 N 6.17119 -1.51201 4.23687  C12 1.471, C40 1.499, O298 1.399